(1)
ORCA calculation (wB97M-V/def2-TZVPD) on a structure of composition C19H23N6NiO4.

The expectation value of S² is 2.005. The spin multiplicity is 3. The calculation puts the total energy at -2875.447476 Ha. The value obtained for the energy above the lowest of the compared OMol25 structures with the same formula, charge and spin is 0.1 kcal per mole. As for the HOMO-LUMO gap (spin up / spin down): 0.3002 / 0.3044 Ha. Its net charge is +1.

Structure (XYZ):
```
53
Properties=species:S:1:pos:R:3:forces:R:3:lowdin_charge:R:1
Ni 0.1185 -0.1769 -0.0848 0.028 -0.033 -0.031 0.66
O 1.8191 6.2688 2.2604 -0.079 0.043 0.128 0.09
N 2.4318 5.3773 2.8113 0.244 -0.031 -0.279 -0.34
O 3.3583 5.5254 3.5736 -0.091 -0.004 0.097 0.11
C 2.0232 3.9896 2.5050 -0.072 -0.030 0.110 -0.06
C 2.2131 3.0832 3.4829 -0.008 0.020 -0.033 0.09
C 1.7889 1.7281 3.3072 0.009 0.009 -0.009 -0.11
C 1.9388 0.7363 4.2934 -0.005 -0.003 -0.002 0.03
C 1.5007 -0.5363 4.0344 -0.007 0.006 -0.016 -0.01
C 0.9156 -0.8147 2.7923 0.004 -0.004 0.014 -0.06
N 0.7624 0.1055 1.8592 0.019 0.021 0.029 0.07
C 1.1923 1.3608 2.1025 0.001 0.006 0.022 -0.12
C 1.0235 2.3337 1.0513 0.000 0.004 -0.001 -0.11
N 0.4655 1.8834 -0.0943 -0.010 0.020 0.014 0.07
C 0.2931 2.7249 -1.0917 0.000 0.022 0.006 -0.07
C 0.6840 4.0645 -1.0142 -0.005 -0.021 0.004 0.00
C 1.2511 4.5375 0.1404 0.001 0.012 -0.033 0.04
C 1.4274 3.6624 1.2321 -0.012 -0.012 0.006 -0.05
H 2.6813 3.3906 4.4079 0.001 0.002 0.007 0.14
H 2.3981 0.9867 5.2412 0.002 -0.001 0.002 0.13
H 1.6008 -1.3255 4.7649 0.001 -0.003 0.002 0.12
H 0.5702 -1.8089 2.5370 0.000 -0.001 0.001 0.12
H -0.1706 2.3276 -1.9851 0.000 0.003 -0.002 0.11
H 0.5355 4.7155 -1.8632 -0.001 -0.002 -0.004 0.12
H 1.5523 5.5698 0.2179 -0.005 -0.018 -0.014 0.12
C 2.2604 -3.3595 -0.7303 -0.005 0.015 0.008 0.02
C 1.4272 -2.1508 -0.4323 -0.033 0.053 0.013 -0.66
O 0.2815 -2.2630 0.1069 0.108 0.044 -0.046 -0.07
O 1.8527 -0.9946 -0.7337 -0.058 -0.117 -0.002 -0.04
H 1.8887 -4.2276 -0.1938 -0.002 -0.001 0.002 0.09
H 3.3010 -3.1644 -0.4791 -0.001 0.002 -0.001 0.09
H 2.2156 -3.5573 -1.8023 -0.002 -0.002 -0.003 0.09
C -1.0079 -1.7588 -4.1496 0.002 -0.004 -0.009 -0.04
N -1.9866 -1.9649 -3.0975 -0.002 0.016 -0.004 -0.15
C -3.2633 -2.5185 -3.5313 -0.014 -0.001 -0.001 -0.04
C -1.8404 -1.3321 -1.9076 0.029 -0.034 0.027 -0.43
N -1.0176 -0.3229 -1.7331 0.002 0.007 -0.009 0.09
N -2.5881 -1.7843 -0.8651 -0.023 0.018 0.000 -0.15
C -2.7605 -3.2138 -0.6305 0.002 -0.015 0.012 -0.04
C -2.7224 -0.9680 0.3238 0.005 0.011 0.012 -0.06
H -1.0439 -2.6100 -4.8273 0.005 0.000 0.000 0.10
H -0.0058 -1.7020 -3.7274 0.003 -0.004 -0.003 0.09
H -1.2085 -0.8539 -4.7338 -0.003 -0.001 0.002 0.10
H -3.5870 -2.0100 -4.4418 0.001 -0.001 -0.001 0.10
H -4.0184 -2.3652 -2.7667 0.003 -0.001 -0.009 0.09
H -3.1790 -3.5857 -3.7427 -0.001 0.002 -0.001 0.10
H -0.6696 0.0332 -2.6126 0.002 0.012 0.015 0.06
H -2.3914 -3.7838 -1.4766 -0.001 -0.003 0.005 0.09
H -3.8116 -3.4541 -0.4651 -0.003 -0.002 -0.003 0.10
H -2.1802 -3.5058 0.2477 -0.005 0.004 -0.010 0.09
H -2.7596 0.0860 0.0556 -0.005 -0.002 0.000 0.09
H -1.9064 -1.1489 1.0385 -0.019 0.000 -0.009 0.07
H -3.6539 -1.2288 0.8261 0.000 0.000 -0.003 0.10
```
Positions in Å, forces in eV/Å.

***

(2)
ORCA calculation (wB97M-V/def2-TZVPD) on a structure of composition C19H32N7O2RuS2.

The expectation value of S² is 0.754. The spin multiplicity is 2. The calculation puts the total energy at -2167.804226 Ha. The value obtained for the energy above the lowest of the compared OMol25 structures with the same formula, charge and spin is 0.0 kcal per mole. As for the HOMO-LUMO gap (spin up / spin down): 0.3017 / 0.2182 Ha. Its net charge is +2.

Structure (XYZ):
```
63
Properties=species:S:1:pos:R:3:forces:R:3:lowdin_charge:R:1
Ru -0.7361 0.8969 0.0694 0.019 0.196 -0.112 1.34
C 0.1661 3.8014 -1.4908 -0.003 -0.021 -0.013 -0.15
C 1.2860 2.8623 -1.0523 -0.009 -0.014 -0.010 -0.16
N 0.9934 2.0849 0.1788 -0.013 0.000 -0.055 -0.16
C 0.9169 2.9067 1.4130 -0.016 0.034 0.003 -0.15
C 0.3517 2.0569 2.5313 0.017 0.010 -0.037 -0.15
N -0.9398 1.4654 2.0740 0.056 -0.052 0.056 -0.15
C -1.4324 0.4112 3.0213 -0.030 -0.019 0.020 -0.16
C -2.3361 -0.6391 2.3730 0.022 0.000 0.012 -0.15
C -3.3115 -0.1166 1.3274 -0.013 0.006 -0.004 -0.17
N -2.6510 0.0005 -0.0030 0.009 -0.040 -0.042 -0.16
C -3.4276 0.7912 -0.9931 -0.002 -0.026 0.006 -0.16
C -3.2657 2.2727 -0.7118 0.008 0.020 0.020 -0.15
N -1.8248 2.6357 -0.5501 -0.035 -0.009 0.006 -0.15
C -1.1873 3.1675 -1.7908 0.022 0.027 0.017 -0.18
H 0.5065 4.2885 -2.4060 -0.001 0.002 0.001 0.13
H 0.0320 4.6156 -0.7724 -0.003 -0.003 0.008 0.12
H 2.1978 3.4444 -0.8988 0.003 0.000 -0.001 0.14
H 1.4847 2.1331 -1.8385 0.009 0.002 -0.001 0.12
H 1.7547 1.4133 0.3310 0.000 0.025 -0.038 0.09
H 0.2748 3.7691 1.2235 0.002 0.000 0.004 0.11
H 1.9034 3.2900 1.6809 0.002 -0.006 0.001 0.15
H 0.2090 2.6464 3.4385 0.002 -0.015 0.013 0.14
H 1.0281 1.2335 2.7572 -0.022 0.004 -0.005 0.11
H -1.6325 2.2108 2.1001 0.025 0.024 0.016 0.12
H -1.9454 0.9136 3.8439 -0.026 0.009 -0.026 0.14
H -0.5596 -0.0944 3.4249 -0.007 0.020 0.025 0.10
H -2.9025 -1.1162 3.1732 0.006 0.001 0.006 0.13
H -1.7165 -1.4260 1.9333 -0.013 0.028 -0.019 0.10
H -3.6983 0.8663 1.6039 -0.002 0.001 0.003 0.12
H -4.1740 -0.7786 1.2326 0.006 -0.005 0.002 0.14
H -2.5470 -0.9421 -0.3745 0.004 0.002 0.002 0.14
H -4.4861 0.5221 -0.9668 0.004 -0.002 -0.005 0.14
H -3.0406 0.5437 -1.9806 -0.009 -0.007 -0.008 0.11
H -3.7781 2.5424 0.2119 0.000 0.005 -0.004 0.12
H -3.7203 2.8590 -1.5118 0.001 0.005 0.003 0.14
H -1.7867 3.3996 0.1211 -0.010 -0.006 0.006 0.12
H -1.8453 3.9225 -2.2269 -0.008 -0.005 0.000 0.13
H -1.0943 2.3468 -2.5019 0.005 0.001 0.001 0.10
N 4.2100 -5.9440 -1.0347 -0.001 -0.007 0.005 0.16
C 3.6055 -4.8563 -0.5167 0.012 0.012 -0.012 -0.29
C 2.4547 -4.9910 0.2890 -0.010 -0.002 0.011 -0.01
C 1.8416 -3.8847 0.8183 -0.004 0.029 -0.035 -0.06
C 2.3510 -2.6098 0.5403 0.014 -0.001 -0.032 -0.38
C 3.4973 -2.4576 -0.2495 -0.011 -0.002 0.029 -0.07
C 4.1128 -3.5642 -0.7742 -0.003 -0.020 -0.001 -0.01
S 1.5884 -1.2336 1.2196 0.079 0.161 -0.052 0.65
O 2.4995 -0.1084 1.2517 0.051 -0.100 -0.007 -0.30
O 0.8782 -1.5702 2.4168 -0.020 0.028 0.021 -0.27
N 0.4019 -0.7461 0.1409 -0.224 -0.347 0.301 -0.24
C 0.3036 -1.0475 -1.1813 0.052 0.161 -0.381 -0.70
S 0.6931 -2.4059 -2.1517 0.071 -0.059 0.098 1.15
C -0.1315 -1.6620 -3.4737 -0.004 -0.041 0.002 -0.35
C -0.6432 -0.4648 -3.1230 0.093 0.204 -0.059 -0.22
N -0.3641 -0.0946 -1.8258 -0.066 -0.190 0.261 -0.09
H 3.9149 -6.8685 -0.7753 0.001 0.000 -0.002 0.12
H 5.0841 -5.8629 -1.5231 -0.002 0.000 0.000 0.12
H 2.0733 -5.9790 0.5120 0.001 -0.001 -0.003 0.12
H 0.9817 -3.9923 1.4662 -0.003 -0.010 -0.002 0.12
H 3.9074 -1.4719 -0.4239 -0.004 0.008 0.000 0.12
H 5.0085 -3.4538 -1.3715 -0.001 0.002 -0.001 0.12
H -0.1613 -2.1372 -4.4402 -0.001 -0.001 -0.001 0.09
H -1.1727 0.2051 -3.7840 -0.020 -0.012 0.006 0.12
```
Positions in Å, forces in eV/Å.

***

The highest net charge belongs to which entry?
C19H32N7O2RuS2

***

Look up the net charge of the second one.
+2

***

Among the records above, which one has the lowest net charge?
C19H23N6NiO4

***

Which of these has the lowest spin multiplicity?
C19H32N7O2RuS2